DFT (ωB97M-V/def2-TZVPD) results for a cluster of 14 separate species, C45H113N5O14 in total at a distorted geometry.

```
177
Properties=species:S:1:pos:R:3:lowdin_charge:R:1
C -16.98494 20.51605 -7.49579 -0.013
C -16.49101 19.89459 -8.86867 -0.505
C -15.16718 19.15711 -8.65655 -0.128
C -15.18361 17.70773 -8.05180 -0.166
C -16.08822 16.91989 -8.93116 -0.157
C -17.50128 17.55342 -9.23670 -0.476
N -17.43719 18.99930 -9.58167 -0.085
O -18.74296 19.58511 -9.80214 -0.014
C -18.03194 16.77551 -10.40074 -0.056
C -18.34554 17.29546 -7.92065 -0.009
C -16.16719 21.04697 -9.81505 -0.055
H -17.99050 20.90073 -7.66602 0.075
H -16.28776 21.30616 -7.21691 0.077
H -17.05617 19.79388 -6.68247 0.062
H -14.64103 19.27125 -9.60430 0.107
H -14.61485 19.84858 -8.02024 0.110
H -15.48598 17.75067 -7.00546 0.096
H -14.16168 17.32880 -8.03838 0.100
H -16.27405 15.94677 -8.47660 0.092
H -15.54772 16.71880 -9.85609 0.125
H -19.08719 16.99007 -10.56959 0.081
H -17.52358 17.03168 -11.33028 0.089
H -17.93826 15.70068 -10.24565 0.088
H -19.37889 17.63756 -7.97761 0.078
H -18.41176 16.21137 -7.82871 0.073
H -17.80868 17.72231 -7.07349 0.063
H -15.96707 20.56364 -10.77131 0.081
H -15.37335 21.66937 -9.40210 0.088
H -16.97215 21.69681 -10.15836 0.079
H -18.84508 19.60955 -10.75638 0.095
C -8.74866 20.98388 -10.76412 -0.024
C -8.31396 20.41594 -9.35480 -0.413
C -9.06732 21.18923 -8.16047 -0.107
C -10.47186 20.63950 -7.89377 -0.162
C -10.52661 19.11514 -7.75007 -0.146
C -9.87720 18.35985 -8.91984 -0.431
N -8.54912 18.94435 -9.22613 -0.112
O -7.94590 18.10962 -10.18894 -0.004
C -9.67518 16.90458 -8.51338 -0.029
C -11.00184 18.50219 -10.08568 -0.004
C -6.81681 20.78858 -9.24729 -0.044
H -8.48632 22.02284 -10.96374 0.070
H -9.81771 20.80757 -10.88305 0.061
H -8.21003 20.55046 -11.60680 0.075
H -8.53286 21.14970 -7.21132 0.085
H -8.94483 22.22634 -8.47271 0.107
H -11.04205 20.89629 -8.78654 0.095
H -11.02702 21.07823 -7.06467 0.107
H -11.57351 18.81239 -7.72903 0.100
H -10.06715 18.83341 -6.80264 0.098
H -8.91566 16.69291 -7.76077 0.069
H -10.57933 16.39073 -8.18693 0.068
H -9.57750 16.18329 -9.32474 0.085
H -11.26201 19.50105 -10.43596 0.056
H -10.61127 17.98676 -10.96310 0.049
H -11.89831 17.93345 -9.83872 0.074
H -6.12500 20.24971 -9.89469 0.081
H -6.41780 20.69524 -8.23725 0.066
H -6.63455 21.85740 -9.35913 0.080
H -8.32864 18.42683 -11.01021 0.050
C -14.01675 12.22954 -8.32822 -0.023
C -13.53484 13.07881 -7.12263 -0.485
C -14.61000 14.13665 -6.77695 -0.125
C -15.78564 13.52100 -6.00752 -0.176
C -15.27043 12.85842 -4.76447 -0.137
C -14.13345 11.76912 -4.93578 -0.427
N -13.17384 12.21629 -5.96656 -0.105
O -12.06474 11.35411 -6.23323 -0.008
C -13.39454 11.69077 -3.52411 -0.022
C -14.69352 10.34261 -5.29418 -0.029
C -12.27729 13.80900 -7.58869 -0.047
H -14.58882 11.38273 -7.94907 0.069
H -13.15977 11.71748 -8.76580 0.073
H -14.49230 12.76001 -9.15318 0.091
H -14.20316 15.04583 -6.33428 0.101
H -15.03216 14.49780 -7.71475 0.088
H -16.31749 12.77797 -6.60177 0.114
H -16.47314 14.29442 -5.66505 0.115
H -16.15399 12.32764 -4.40994 0.115
H -15.09079 13.58816 -3.97497 0.104
H -12.37200 11.31494 -3.55965 0.072
H -13.20474 12.66919 -3.08277 0.058
H -13.97451 11.04858 -2.86130 0.074
H -15.25668 9.99359 -4.42864 0.075
H -15.38538 10.42246 -6.13267 0.064
H -13.95524 9.59944 -5.59540 0.076
H -11.51596 13.08141 -7.86992 0.066
H -11.83348 14.34628 -6.75056 0.075
H -12.42186 14.38295 -8.50399 0.095
H -12.37896 10.77713 -6.93320 0.077
C -12.88366 15.93214 -3.84968 -0.042
C -12.41893 17.40614 -3.64798 -0.411
C -12.89265 17.72027 -2.12799 -0.104
C -12.16278 18.85921 -1.36772 -0.156
C -10.66761 18.54470 -1.60095 -0.185
C -10.17797 18.46369 -3.03408 -0.458
N -10.96176 17.47951 -3.78542 -0.120
O -10.49431 17.07088 -5.05776 -0.017
C -10.14927 19.91301 -3.61327 -0.015
C -8.74920 17.82814 -2.85522 -0.025
C -13.06495 18.36293 -4.76174 -0.001
H -13.95721 15.85641 -4.02246 0.072
H -12.57450 15.25211 -3.05591 0.080
H -12.48821 15.64202 -4.82310 0.054
H -13.96159 17.93123 -2.09700 0.107
H -12.89052 16.80001 -1.54385 0.102
H -12.36372 18.91004 -0.29760 0.108
H -12.27093 19.86852 -1.76483 0.097
H -10.47416 17.65423 -1.00283 0.113
H -10.02266 19.21991 -1.03861 0.119
H -9.68597 19.92657 -4.59982 0.070
H -11.09124 20.45828 -3.67215 0.068
H -9.58054 20.53940 -2.92605 0.077
H -7.98459 18.56696 -2.61517 0.083
H -8.65011 16.96673 -2.19473 0.084
H -8.23553 17.42998 -3.73027 0.058
H -12.60697 18.23761 -5.74289 0.053
H -12.83640 19.40691 -4.54732 0.062
H -14.13875 18.18432 -4.81792 0.067
H -10.02504 16.25154 -4.88437 0.095
C -6.99607 23.62976 -6.27034 -0.046
C -7.76783 23.96216 -5.01807 -0.488
C -6.89263 23.58877 -3.73939 -0.128
C -7.39516 24.09695 -2.42684 -0.211
C -7.69503 25.59249 -2.47889 -0.133
C -8.61500 26.08360 -3.68296 -0.422
N -8.12481 25.40544 -4.98919 -0.090
O -8.88999 25.84237 -6.09729 -0.019
C -10.05733 25.68085 -3.28950 -0.060
C -8.60223 27.64357 -3.72370 -0.043
C -8.99350 23.08012 -5.08388 -0.052
H -6.25327 24.39083 -6.50934 0.089
H -7.64434 23.46844 -7.13163 0.065
H -6.40477 22.74564 -6.03201 0.092
H -6.79446 22.51850 -3.55776 0.121
H -5.87977 23.93619 -3.94314 0.118
H -6.60926 23.88643 -1.70148 0.116
H -8.33823 23.61223 -2.17435 0.101
H -6.68703 25.96155 -2.66817 0.111
H -8.12667 25.96816 -1.55117 0.118
H -10.74652 25.87713 -4.11083 0.078
H -10.28388 24.65493 -2.99922 0.064
H -10.54300 26.33478 -2.56521 0.078
H -7.58861 28.01127 -3.88326 0.079
H -9.35266 28.04681 -4.40367 0.077
H -8.91257 28.08226 -2.77536 0.076
H -8.71752 22.04914 -5.30529 0.066
H -9.73563 23.37235 -5.82681 0.091
H -9.58345 23.07445 -4.16735 0.062
H -8.20852 26.28494 -6.60851 0.100
O -8.43764 13.91222 -7.55885 -0.024
H -8.44869 13.17810 -8.17300 0.066
H -9.35704 14.04664 -7.32894 0.031
O -9.27967 23.30470 -13.67444 -0.056
H -8.50360 23.29647 -13.11418 0.019
H -9.38691 24.22299 -13.92240 0.031
O -8.93152 17.74737 -12.99708 -0.029
H -9.84352 17.91798 -13.23241 0.007
H -8.42153 18.20910 -13.66262 0.063
O -6.79750 18.65700 -6.98031 -0.059
H -6.87426 17.70324 -6.95403 -0.016
H -7.52851 18.94157 -7.52882 -0.023
O -12.58151 16.16970 -12.66508 -0.052
H -12.28149 16.91181 -13.18996 -0.031
H -12.00856 15.44710 -12.92159 0.035
O -5.09494 17.57934 -9.87693 -0.056
H -5.89878 17.82713 -9.42011 -0.015
H -4.39580 18.00423 -9.38003 0.029
O -6.90913 15.78299 -6.36693 -0.044
H -7.37854 15.76082 -5.53303 0.031
H -7.24394 15.02809 -6.85094 -0.011
O -6.75362 15.74322 -12.65681 -0.050
H -7.16456 16.59796 -12.52726 -0.013
H -7.24092 15.34991 -13.38074 0.021
O -11.82805 18.63732 -13.57116 -0.042
H -12.74431 18.80960 -13.35429 0.066
H -11.47272 19.49360 -13.80936 0.068
```

## Properties
HOMO energy (eV): -8.047
Net charge: 0
Energy relative to the best compared isomer or geometry (same formula, charge and spin) (kcal per mole): 69.9
Molar mass (g mol⁻¹): 948.4
DFT total energy (eV): -84604.893